Below is the molecule C4H9NO2S in a non-equilibrium geometry, with properties calculated with ωB97M-V/def2-TZVPD.

Geometry (Å):
H1 -2.44 1.06 0.89
H2 -0.37 0.56 1.32
O1 2.07 0.51 -1.70
H3 -2.32 2.76 0.29
C1 -1.83 1.99 0.95
H4 -0.54 -2.70 -0.38
C2 1.30 -1.82 -0.65
H5 -0.01 -1.96 0.98
O2 2.29 0.17 0.60
H6 -0.55 1.51 -1.65
H7 1.23 -2.10 -1.65
C3 -0.35 0.68 -0.69
S1 1.42 -0.04 -0.56
N1 0.21 -2.24 0.05
H8 2.27 -2.11 -0.24
H9 -1.90 2.37 1.97
C4 -0.50 1.35 0.47

Results
relative energy (zero: lowest compared OMol25 entry of this formula, charge and spin)	536.6	kJ/mol
frontier orbital gap	9.147	eV
structure (SMILES)	C/C=C/S(=O)(=O)CN
E_HOMO	-0.3422	Ha
total energy	-20709.472	eV
LUMO level	-0.006	Eh

Below is a structure of composition C4H9NO2S in a non-equilibrium geometry, with properties calculated with ωB97M-V/def2-TZVPD.

Geometry (Å):
S1 -1.77 -1.07 -1.79
C1 -0.46 -0.27 0.71
H1 -0.62 -2.53 -0.88
C2 1.47 1.45 0.62
H2 0.03 1.13 -0.81
H3 -2.56 -0.24 0.36
O1 1.24 1.58 1.89
H4 2.04 -0.10 -1.50
O2 2.29 1.98 -0.10
H5 -2.03 -1.82 0.59
C3 -1.73 -0.92 0.05
H6 0.59 2.25 1.13
H7 0.65 -0.84 -1.81
H8 -0.93 0.53 1.30
C4 0.59 0.40 -0.17
H9 -0.06 -0.98 1.44
N1 1.24 -0.55 -1.04

Results
relative energy (zero: lowest compared OMol25 entry of this formula, charge and spin)	689.9	kJ/mol
frontier orbital gap	7.772	eV
E_HOMO	-0.3450	Ha
total energy	-20707.883	eV
LUMO level	-0.059	Eh

Below is a structure of composition C4H9NO3 in a non-equilibrium geometry, with properties calculated with ωB97M-V/def2-TZVPD.

Geometry (Å):
C1 -2.03 0.77 -0.91
H1 1.38 0.76 -2.00
H2 -0.91 2.24 -0.05
O1 0.36 -2.15 0.71
O2 0.56 -0.61 2.48
O3 1.33 1.18 0.71
H3 0.40 -0.72 -1.82
H4 -2.15 -0.30 -1.09
H5 1.21 0.10 2.25
N1 -0.02 -0.89 1.23
H6 0.80 -2.63 1.44
C2 0.62 0.49 -0.03
C3 1.12 -0.06 -1.34
H7 -2.82 1.44 -1.23
C4 -0.98 1.15 -0.18
H8 2.02 -0.64 -1.14
H9 -0.90 -0.12 0.96

Results
relative energy (zero: lowest compared OMol25 entry of this formula, charge and spin)	753.9	kJ/mol
frontier orbital gap	9.342	eV
E_HOMO	-0.3288	Ha
total energy	-11919.727	eV
LUMO level	0.015	Eh

Below is a cluster of 2 separate species, C4H9NO3 in total in a non-equilibrium geometry, with properties calculated with ωB97M-V/def2-TZVPD.

Geometry (Å):
C1 1.76 0.18 0.48
H1 1.49 -0.18 -2.82
C2 -1.90 -0.04 0.09
C3 0.36 0.39 0.93
O1 0.57 -0.36 -2.96
O2 2.44 1.10 0.11
N1 -0.51 -0.38 -0.01
H2 0.02 1.56 0.89
C4 -0.21 -0.04 2.34
H3 1.97 -0.86 0.40
H4 -1.20 -0.65 2.24
O3 -2.52 -0.73 -0.63
H5 -0.39 -1.32 -0.35
H6 -0.51 0.84 3.03
H7 0.47 -0.49 2.96
H8 0.01 -0.06 -2.24
H9 -2.21 0.83 0.70

Results
relative energy (zero: lowest compared OMol25 entry of this formula, charge and spin)	315.5	kJ/mol
frontier orbital gap	10.310	eV
structure (SMILES)	C[C@@H](C=O)NC=O.O
E_HOMO	-0.3670	Ha
total energy	-11924.271	eV
LUMO level	0.012	Eh

Below is the molecule C4H9NO3 in a non-equilibrium geometry, with properties calculated with ωB97M-V/def2-TZVPD.

Geometry (Å):
C1 -0.87 0.64 0.40
H1 -0.18 -1.84 -1.73
H2 1.08 -0.04 2.08
O1 -2.18 0.74 -0.01
C2 -0.86 -1.06 -1.37
H3 -2.62 1.41 0.51
C3 1.16 -0.58 -0.05
H4 -0.07 1.97 -0.93
N1 -0.25 -0.50 -0.17
H5 -1.85 -1.45 -1.12
O2 -0.02 1.82 0.02
H6 2.53 -0.89 1.53
O3 1.79 -1.21 -0.87
H7 -0.96 -0.31 -2.16
H8 2.28 0.80 1.10
H9 -0.75 0.65 1.49
C4 1.78 -0.15 1.26

Results
relative energy (zero: lowest compared OMol25 entry of this formula, charge and spin)	107.1	kJ/mol
frontier orbital gap	9.986	eV
structure (SMILES)	CC(=O)N(C)C(O)O
E_HOMO	-0.3480	Ha
total energy	-11926.431	eV
LUMO level	0.019	Eh

Below is a cluster of 2 separate species, C4H9NO3 in total in a non-equilibrium geometry, with properties calculated with ωB97M-V/def2-TZVPD.

Geometry (Å):
H1 -1.16 -1.92 1.65
C1 -1.05 -1.15 0.88
C2 0.42 -0.88 0.82
H2 -2.35 -0.27 2.42
H3 2.17 0.96 -2.21
O1 1.20 -1.40 1.58
O2 0.44 1.09 -2.09
H4 3.19 2.04 -2.04
H5 -1.01 0.74 -0.79
H6 -2.91 -0.15 0.81
H7 -1.49 0.93 1.46
O3 3.15 1.09 -2.23
N1 0.92 -0.02 -0.17
C3 0.05 0.63 -1.03
H8 -1.45 -1.69 0.02
C4 -2.02 -0.02 1.41
H9 1.89 0.01 -0.47

Results
relative energy (zero: lowest compared OMol25 entry of this formula, charge and spin)	92.8	kJ/mol
frontier orbital gap	11.069	eV
structure (SMILES)	CCC(=O)NC=O.O
E_HOMO	-0.3895	Ha
total energy	-11926.580	eV
LUMO level	0.017	Eh